No. 1
The following is a quantum chemistry calculation of a molecular structure, C40H41Cl2Cu2N4O3, from the OMol25 dataset.

Calculated values
- HOMO-LUMO gap (eV) = 1.2738
- M (g mol⁻¹) = 823.79
- highest occupied orbital energy (eV) = -15.63
- net charge = +5
- F_max (eV/Å) = 4.02
- relative energy (zero: lowest compared OMol25 entry of this formula, charge and spin) (eV) = 5.616

XYZ file:
```
92
Properties=species:S:1:pos:R:3:mulliken_charge:R:1
C 0.01369 -0.20389 5.80026 -0.86
N -0.49896 -1.49409 5.33392 0.05
C -0.65898 -2.52780 6.17990 -0.22
C -1.31224 -3.74330 5.70549 -0.79
C -1.61128 -3.88616 4.32835 1.00
C -1.53690 -2.72815 3.56304 -0.69
C -0.92902 -1.58834 4.06075 -0.34
C -2.18799 -5.17454 3.87812 0.82
C -3.01570 -6.00356 4.66750 -0.80
C -3.31902 -7.24556 4.17316 -0.11
N -2.87244 -7.69053 2.95315 0.05
C -2.17842 -6.88339 2.18469 -0.46
C -1.83465 -5.66903 2.59002 -0.80
C -3.18669 -9.11590 2.48724 -0.82
H -0.70409 0.58521 5.57618 0.31
H 0.93904 -0.07946 5.23781 0.41
H 0.32226 -0.11171 6.84160 0.33
H -0.39955 -2.35395 7.21376 0.42
H -1.45797 -4.54985 6.40878 0.47
H -1.88205 -2.79308 2.54174 0.57
H -0.95198 -0.63124 3.56093 0.43
H -3.39939 -5.78495 5.65309 0.52
H -3.95767 -7.95450 4.67905 0.43
H -1.83320 -7.24904 1.22890 0.51
H -1.21824 -5.02484 1.98054 0.54
H -2.44050 -9.83878 2.81701 0.34
H -3.34010 -9.17005 1.40945 0.37
H -4.10789 -9.38652 3.00322 0.32
C -0.33490 4.37916 -5.99423 -0.92
N -1.28099 3.98449 -4.93796 0.05
C -1.72951 2.78747 -4.93752 -0.15
C -2.52859 2.33588 -3.90530 -0.78
C -3.08259 3.23465 -3.01661 0.75
C -2.69912 4.56706 -3.12687 -0.70
C -1.71289 4.93756 -4.07503 -0.25
C -3.91121 2.69481 -1.91794 0.81
C -4.86963 1.76926 -2.17327 -0.60
C -5.69965 1.20999 -1.15590 -0.25
N -5.49900 1.70501 0.07778 0.02
C -4.60274 2.69385 0.33385 -0.46
C -3.84744 3.22740 -0.67060 -0.61
C -6.12717 1.07582 1.25775 -0.95
H -0.35171 3.73808 -6.87562 0.38
H 0.66547 4.20118 -5.59967 0.39
H -0.52060 5.40772 -6.30356 0.33
H -1.29324 2.12841 -5.67354 0.37
H -2.82943 1.30526 -3.78816 0.51
H -3.22928 5.28181 -2.51495 0.57
H -1.41100 5.96348 -4.22582 0.46
H -5.12971 1.47939 -3.18060 0.56
H -6.22210 0.28477 -1.34935 0.39
H -4.49299 3.00919 1.36093 0.48
H -3.10730 3.93582 -0.32894 0.52
H -5.37586 0.49710 1.79507 0.37
H -6.92317 0.43044 0.88633 0.32
H -6.57122 1.82955 1.90801 0.39
Cu -2.33225 -3.72843 -5.36931 0.91
Cu -4.97045 -4.64332 -2.19470 0.76
O -1.81220 -2.37930 -1.75315 -0.88
H -1.45901 -1.66329 -1.19002 0.20
Cl 2.46750 -7.17281 -1.94848 -0.18
C 2.15503 -6.67820 -3.64666 -0.28
C 3.49524 -6.23514 -4.30104 -0.51
Cl 4.74619 -7.45117 -4.13815 -0.12
H 1.49054 -5.81597 -3.70240 0.19
H 1.68439 -7.45864 -4.24458 0.32
H 3.78340 -5.21245 -4.05778 0.32
H 3.38743 -6.30205 -5.38363 0.27
C 5.13249 2.58535 -3.33996 -0.46
C 4.17593 1.97046 -2.51508 -0.53
C 3.95708 2.46532 -1.25069 -0.47
C 4.58473 3.63870 -0.80960 0.44
C 5.55197 4.28199 -1.65877 0.37
C 5.84586 3.68789 -2.92974 -0.84
C 6.37763 5.49110 -1.17616 0.53
O 7.11383 6.11818 -1.94398 -0.59
C 6.22847 5.79294 0.26061 0.33
C 7.04848 6.87608 0.76505 -0.79
C 6.96204 7.30484 2.10727 -0.47
C 5.99612 6.71855 2.94784 -0.60
C 5.18479 5.74247 2.43996 -0.39
C 5.27293 5.22248 1.12368 0.45
C 4.31846 4.17336 0.55856 0.37
O 3.45822 3.67038 1.25280 -0.71
H 5.16108 2.15262 -4.32906 0.39
H 3.66395 1.09028 -2.87501 0.44
H 3.22255 2.05120 -0.57589 0.42
H 6.49020 4.16896 -3.65071 0.45
H 7.87284 7.27119 0.18997 0.42
H 7.63072 8.11632 2.35385 0.42
H 5.94461 7.05965 3.97127 0.41
H 4.44676 5.29261 3.08754 0.40
```


No. 2
The following is a quantum chemistry calculation of a molecular structure, C40H41Cl5NO3P2Ru, from the OMol25 dataset.

Calculated values
- HOMO-LUMO gap (alpha / beta) (eV) = 7.8470 / 6.7748
- M (g mol⁻¹) = 924.06
- highest occupied orbital energy (alpha / beta) (eV) = -13.54 / -13.70
- net charge = +2
- <S²> = 0.76
- F_max (eV/Å) = 0.37
- multiplicity = 2
- relative energy (zero: lowest compared OMol25 entry of this formula, charge and spin) (eV) = 0.611

XYZ file:
```
93
Properties=species:S:1:pos:R:3:mulliken_spin:R:1
Ru -0.75674 -0.46127 -0.23850 0.93
Cl -2.88400 -0.88915 2.58520 0.00
C -2.76779 -2.17230 1.42930 0.00
C -1.89470 -2.05712 0.34420 -0.16
C -1.76592 -3.22119 -0.43390 0.08
Cl -0.54152 -3.30755 -1.67159 0.02
C -2.51222 -4.37710 -0.22181 0.00
Cl -2.32543 -5.74393 -1.23373 0.00
C -3.42077 -4.41958 0.83861 0.02
Cl -4.36542 -5.81276 1.10617 0.00
C -3.52587 -3.31888 1.68464 -0.01
Cl -4.59080 -3.38049 3.02205 0.00
O -3.52000 -0.14399 -1.05845 0.00
N -2.59145 0.44784 -0.17249 -0.02
C -3.19230 1.36661 0.48625 -0.01
C -2.74095 2.19349 1.58824 0.01
C -3.67253 3.13925 2.02946 0.00
C -3.40281 3.94011 3.12318 0.00
C -2.19493 3.80112 3.78889 0.00
C -1.26228 2.86751 3.35839 0.00
C -1.52976 2.04222 2.27196 0.01
P -0.18851 1.02133 1.60936 0.01
C 0.85221 2.43105 1.08353 0.01
C 0.33099 3.24162 0.07174 0.00
C 0.96348 4.41907 -0.28179 0.00
C 2.13088 4.80428 0.37075 0.00
C 2.64564 4.01195 1.38297 0.00
C 2.00535 2.83151 1.74797 0.00
C 0.66653 0.25842 3.00490 0.02
C 2.00338 -0.10785 2.83248 0.00
C 2.69187 -0.74347 3.85080 0.00
C 2.04475 -1.04315 5.04343 0.01
C 0.71385 -0.69385 5.21743 0.00
C 0.02519 -0.03950 4.20589 0.01
H -3.54934 -1.07384 -0.77370 0.00
H -4.23294 1.49798 0.20470 0.00
H -4.61667 3.23756 1.50916 0.00
H -4.12854 4.67022 3.45238 0.00
H -1.96911 4.42839 4.64065 0.00
H -0.31023 2.79810 3.86768 0.00
H -0.58277 2.95333 -0.44124 0.00
H 0.54473 5.04443 -1.05942 0.00
H 2.62427 5.72749 0.09910 0.00
H 3.54142 4.31484 1.90812 0.00
H 2.40816 2.24974 2.56533 0.00
H 2.50838 0.11552 1.90015 0.00
H 3.73384 -1.00371 3.71851 0.00
H 2.58054 -1.54370 5.83851 0.00
H 0.20824 -0.92539 6.14481 0.00
H -1.01017 0.22706 4.35944 0.00
C 1.74810 2.15595 -2.82112 0.00
C 1.91531 1.18026 -1.70442 0.00
C 3.31813 0.86631 -1.30859 0.00
O 0.96023 0.64539 -1.15064 0.05
H 2.51968 2.92403 -2.77502 0.00
H 0.76467 2.61128 -2.81467 0.00
H 1.89101 1.60771 -3.75960 0.00
H 3.94041 0.72726 -2.19383 0.00
H 3.37169 -0.00375 -0.66180 0.00
H 3.70985 1.73934 -0.77772 0.00
C -1.86521 1.31993 -3.09193 -0.01
P -1.31461 -0.38369 -2.69376 0.06
C -2.64448 -1.44146 -3.38724 0.02
C 0.05710 -0.59647 -3.88249 0.00
C -0.11268 -0.09966 -5.17768 0.00
C 0.89294 -0.23652 -6.12218 0.00
C 2.08286 -0.86832 -5.78673 0.00
C 2.25692 -1.37616 -4.50789 0.00
C 1.24530 -1.24432 -3.56686 0.01
H -2.57926 1.29775 -3.91483 0.00
H -1.01101 1.91425 -3.39916 0.00
H -2.34443 1.79499 -2.24256 0.00
H -3.51323 -0.82303 -3.60441 0.00
H -2.93920 -2.23189 -2.70188 0.00
H -2.28519 -1.90403 -4.30484 0.00
H -1.03366 0.38957 -5.46439 0.00
H 0.74558 0.14690 -7.12277 0.00
H 2.86580 -0.97545 -6.52507 0.00
H 3.17519 -1.88597 -4.24742 0.00
H 1.38597 -1.63657 -2.57452 -0.01
C 2.53522 -3.59843 0.50094 0.00
C 1.95438 -3.60286 1.91143 0.00
C 0.66168 -2.83044 1.72717 0.02
O 0.90811 -1.89826 0.61544 -0.07
C 2.21769 -2.18359 0.06865 0.01
H 2.01973 -4.31710 -0.13703 0.00
H 3.60293 -3.80732 0.47166 0.00
H 2.62312 -3.09265 2.60439 0.00
H 1.76377 -4.60397 2.29332 0.00
H 0.35713 -2.25109 2.59722 0.00
H -0.14320 -3.50190 1.44004 0.00
H 2.93823 -1.48343 0.49942 0.00
H 2.18023 -2.04488 -1.00637 0.00
```